1:
{"formula": "C10H15N", "method": "wB97M-V/def2-TZVPD", "species": ["C", "C", "C", "N", "C", "C", "H", "H", "H", "H", "H", "C", "C", "C", "C", "C", "H", "H", "H", "H", "H", "H", "H", "H", "H", "H"], "coordinates": [[0.174, -1.040, -2.212], [1.396, -1.088, -2.855], [2.197, 0.066, -2.918], [1.805, 1.235, -2.657], [0.622, 1.184, -2.001], [-0.208, 0.128, -1.634], [-0.340, -1.991, -2.045], [1.858, -1.850, -3.537], [3.225, 0.005, -3.425], [0.135, 2.262, -2.203], [-1.188, 0.218, -1.351], [-1.914, -0.323, 1.990], [-0.745, -1.230, 1.682], [0.420, -0.347, 1.236], [0.217, 0.955, 2.039], [-1.324, 1.280, 1.877], [-2.783, -0.510, 1.421], [-2.161, -0.229, 3.106], [-0.990, -1.901, 0.892], [-0.342, -1.963, 2.513], [0.518, -0.105, 0.136], [1.511, -0.590, 1.644], [0.994, 1.518, 1.697], [0.178, 0.701, 3.161], [-1.386, 1.647, 0.854], [-1.871, 1.969, 2.591]], "mulliken_charge": [-0.244, -0.335, -0.129, -0.546, 0.072, -0.598, 0.336, 0.282, 0.301, 0.269, 0.639, -0.721, -0.660, 0.292, -0.889, -0.662, 0.371, 0.288, 0.321, 0.269, -0.363, 0.333, 0.540, 0.257, 0.205, 0.373], "charge": 0, "homo_lumo_gap_ev": 10.134, "smiles": "c1ccncc1.C1CCCC1"}

2:
{"formula": "C10H15N", "method": "wB97M-V/def2-TZVPD", "species": ["C", "C", "C", "N", "C", "C", "H", "H", "H", "H", "H", "C", "C", "C", "C", "C", "H", "H", "H", "H", "H", "H", "H", "H", "H", "H"], "coordinates": [[-0.397, -1.451, 1.207], [0.094, -1.731, 2.477], [-0.157, -0.811, 3.508], [-0.849, 0.314, 3.326], [-1.323, 0.555, 2.100], [-1.120, -0.282, 1.007], [-0.209, -2.119, 0.374], [0.660, -2.633, 2.708], [0.233, -0.975, 4.516], [-1.933, 1.447, 1.987], [-1.565, -0.032, 0.053], [-0.104, 1.015, -0.509], [-0.622, -0.019, -1.457], [0.325, -0.226, -2.598], [1.665, 0.078, -1.946], [1.222, 1.369, -1.194], [-0.920, 1.832, -0.699], [-0.012, 0.854, 0.583], [-1.643, 0.342, -1.620], [-0.765, -0.860, -0.834], [0.091, 0.654, -3.314], [0.029, -1.124, -3.290], [2.515, 0.403, -2.708], [1.966, -0.647, -1.141], [0.741, 2.141, -1.993], [2.077, 1.906, -0.542]], "mulliken_charge": [-0.575, -0.433, -0.291, -0.619, -0.188, -0.310, 0.424, 0.359, 0.344, 0.351, 0.870, 0.144, -1.044, -0.685, -0.421, -0.664, 0.251, 0.138, 0.362, 0.327, 0.240, 0.326, 0.284, 0.278, 0.229, 0.302], "charge": 0, "homo_lumo_gap_ev": 9.343, "smiles": "c1ccncc1.C1CCCC1"}

Tell me which of them is the least stable. Sure, it is 2.

1:
{"formula": "C4H14NO", "method": "wB97M-V/def2-TZVPD", "species": ["C", "C", "N", "C", "C", "H", "H", "H", "H", "H", "H", "H", "H", "H", "H", "H", "H", "H", "H", "O"], "coordinates": [[2.619, 0.402, -0.853], [3.047, -0.003, 0.557], [-1.464, 0.153, 1.341], [-1.747, 0.727, 0.022], [-2.744, -0.014, -0.824], [3.304, 0.158, -1.724], [2.391, 1.511, -0.937], [1.493, 0.076, -1.092], [3.098, 0.734, 1.206], [2.225, -0.622, 0.949], [4.020, -0.396, 0.670], [-0.922, -0.729, 1.225], [-0.748, 0.733, -0.396], [-1.856, 1.817, 0.104], [-3.699, -0.187, -0.273], [-3.091, 0.619, -1.747], [-2.286, -0.923, -1.182], [-2.447, 0.072, 1.896], [0.079, -2.026, -0.277], [0.205, -1.072, -0.152]], "mulliken_charge": [-0.413, -0.865, -0.225, 0.009, -0.836, 0.330, 0.269, 0.051, 0.397, 0.240, 0.350, 0.312, -0.060, 0.396, 0.313, 0.293, 0.271, 0.350, 0.292, -0.475], "charge": 1, "homo_lumo_gap_ev": 4.726}

2:
{"formula": "C4H14NO", "method": "wB97M-V/def2-TZVPD", "species": ["C", "N", "H", "H", "H", "H", "H", "H", "C", "C", "C", "O", "H", "H", "H", "H", "H", "H", "H", "H"], "coordinates": [[-1.146, 1.441, 2.518], [-0.120, 1.330, 1.449], [-1.322, 0.435, 2.897], [-0.767, 2.055, 3.332], [-2.037, 1.841, 2.060], [-0.400, 0.621, 0.668], [0.718, 0.964, 1.876], [-0.008, 2.230, 0.978], [0.173, -1.197, -2.443], [0.360, -0.407, -1.143], [1.614, -0.872, -0.370], [-0.866, -0.427, -0.379], [-0.694, -0.803, -2.940], [-0.026, -2.286, -2.169], [1.009, -1.107, -3.126], [0.529, 0.665, -1.412], [2.450, -1.018, -1.054], [1.421, -1.803, 0.080], [1.932, -0.150, 0.475], [-1.044, -1.333, -0.155]], "mulliken_charge": [-0.870, -0.241, 0.352, 0.363, 0.341, 0.345, 0.385, 0.370, -1.371, 0.391, -1.120, -0.609, 0.361, 0.347, 0.398, 0.251, 0.396, 0.358, 0.187, 0.368], "charge": 1, "homo_lumo_gap_ev": 11.885}

Tell me which of them is the least stable. Sure, it is 1.